No. 1
9 unconnected molecules or ions with the total composition C27H68N4O19S5 in a non-equilibrium geometry, computed with ωB97M-V with the def2-TZVPD basis set.

maximum force = 0.0538 hartree/bohr
HOMO level = -0.3409 Ha
multiplicity = 1

Each line ends with the Mulliken charge.
Geometry (Å):
S 12.540024 12.348836 8.612036  1.36
S 10.311988 13.726579 18.405419  1.27
S 14.516895 12.461857 13.577027  1.23
S 16.748901 16.267986 16.181371  1.09
S 23.103955 9.892766 12.658302  1.18
O 13.788421 11.538728 12.773076  -0.55
O 18.849830 10.253001 11.574436  -0.67
O 15.347373 11.576866 14.628564  -0.29
O 23.564015 11.215959 12.387281  -0.59
O 17.759306 15.154097 16.683436  -0.18
O 11.220275 13.154340 17.440230  -0.55
O 8.435273 12.073345 12.290553  -0.70
O 13.739316 11.599470 8.419259  -0.58
O 11.875486 12.975027 7.542107  -0.69
O 21.579472 9.989117 13.091479  -0.15
O 15.450423 15.793175 16.631086  -0.53
O 11.744873 15.886534 13.139135  -0.73
O 10.635382 12.920238 19.748469  -0.25
O 11.404628 11.452706 9.224667  -0.39
O 10.183546 15.131643 18.661686  -0.69
O 23.756113 9.031196 13.590340  -0.65
O 15.418093 13.381020 12.999017  -0.53
O 16.945108 6.260950 20.529370  -0.64
O 17.200485 17.598920 16.567830  -0.69
N 9.694707 13.947397 12.400336  0.21
N 18.036317 6.554116 18.577109  -0.14
N 12.820840 16.593861 14.988396  -0.10
N 18.612871 12.091324 10.341536  -0.15
C 18.527188 7.138857 17.349087  -0.20
C 22.962465 8.979953 11.098469  -0.96
C 16.604907 11.020282 11.038551  -0.86
C 19.032076 15.543821 17.166277  -0.30
C 11.785839 10.419342 10.300594  0.33
C 8.611192 13.224195 18.037202  -1.02
C 10.959182 12.832296 22.116330  -1.27
C 16.785095 11.297645 16.538054  -1.28
C 20.136436 14.652380 16.624717  -1.10
C 12.608646 16.595739 13.673038  0.85
C 20.893892 9.005607 13.909022  -0.76
C 11.960192 15.931288 15.986833  -1.00
C 19.829124 9.871044 14.708456  0.04
C 12.889522 13.553810 9.938537  -0.04
C 16.317497 12.301063 15.477520  0.39
C 16.917032 8.530056 19.494059  -1.04
C 12.058805 9.195303 9.522267  -1.35
C 13.612885 17.399778 12.880535  -1.47
C 17.260434 7.030355 19.623155  0.64
C 13.325848 13.387040 14.548593  0.04
C 16.863076 16.239469 14.432388  0.02
C 10.208136 13.460901 20.956385  -0.19
C 20.031090 12.196009 10.170137  -0.77
C 18.098768 11.068887 11.065439  0.64
C 9.345899 14.413074 11.078321  -1.13
C 9.730688 12.405228 14.215101  -0.23
C 9.229895 12.782160 12.887067  0.53
H 16.169191 10.399700 11.866146  0.24
H 18.413191 5.648870 18.818074  0.20
H 18.230516 6.549327 16.505027  0.31
H 13.719090 14.290473 9.746869  0.43
H 17.856563 9.065593 19.341749  0.33
H 12.592923 15.456932 16.716972  0.38
H 19.887750 13.578079 16.611911  0.16
H 20.408281 11.563232 9.369658  0.26
H 20.303024 13.232295 9.974982  0.35
H 22.389045 8.032377 11.105151  0.31
H 16.086691 12.006063 10.992468  0.09
H 11.958180 14.142925 10.180156  0.04
H 20.264954 10.744672 15.187234  0.19
H 13.153353 18.166773 12.268376  0.38
H 16.405751 8.926509 20.360177  0.36
H 13.893278 14.099634 15.165406  -0.16
H 12.826255 9.272984 8.755655  0.32
H 12.778460 13.941390 13.791337  -0.36
H 10.635947 11.807029 22.274267  0.31
H 10.356614 14.540215 20.933523  0.37
H 22.467824 9.572730 10.362948  0.26
H 19.216028 16.580676 16.948440  0.45
H 9.893295 13.912073 10.272369  0.27
H 18.082612 8.105065 17.287049  -0.29
H 21.645731 8.544620 14.537708  0.58
H 19.067562 10.296608 13.979084  0.03
H 19.643253 7.263142 17.313973  0.26
H 8.302230 14.177243 10.834942  0.34
H 10.315751 11.503362 14.115277  0.24
H 20.516870 11.823809 11.091899  0.16
H 12.007252 12.777469 21.868074  0.34
H 9.141805 13.248065 21.115129  0.26
H 14.074623 16.703670 12.179813  0.29
H 18.994150 15.430889 18.242287  0.26
H 16.259270 8.720850 18.680757  0.22
H 12.394868 8.350487 10.119995  0.40
H 13.542642 17.164198 15.371863  0.19
H 11.446504 15.169041 15.435665  0.11
H 7.871410 13.650783 18.725505  0.39
H 17.442958 10.581619 16.064639  0.10
H 10.330175 14.575253 12.885005  0.32
H 17.376666 11.837270 17.335080  0.36
H 16.033412 10.701083 17.009341  0.39
H 21.042458 14.685991 17.253385  0.41
H 16.018151 16.760989 13.995771  -0.37
H 23.934540 8.690003 10.801666  0.42
H 17.996478 12.747892 9.911035  0.21
H 17.758597 16.690817 14.037741  0.45
H 8.455401 13.550638 17.028921  0.34
H 12.666006 12.784209 15.141693  0.32
H 11.163752 8.803831 8.955503  0.31
H 16.767898 15.193102 14.094618  0.02
H 17.146544 12.663177 14.895327  0.21
H 13.167496 13.044703 10.873705  -0.41
H 15.831894 13.206711 15.823035  -0.05
H 8.646857 12.111251 18.026232  0.32
H 20.466843 14.944366 15.634489  0.33
H 14.427803 17.812783 13.460487  0.42
H 16.290717 10.525504 10.147655  0.52
H 10.927519 13.416434 23.035687  0.36
H 10.405503 13.143691 14.659113  -0.28
H 20.412160 8.300829 13.247012  0.31
H 19.348773 9.252251 15.467681  -0.18
H 12.640339 10.745607 10.871095  -0.04
H 10.951490 10.461038 10.965461  0.36
H 9.408863 15.478408 10.976496  0.39
H 8.895107 12.081268 14.832165  0.33
H 11.277246 16.572562 16.507134  0.51

Cartesian forces, eV/Å:
0.2 0.4 1.9
-1.3 -0.9 -0.3
-1.2 -1.1 2.1
-0.7 1.6 1.1
-1.3 -1.5 -0.7
0.1 -0.3 -0.2
-0.4 -0.4 0.4
-0.1 0.6 -0.3
-0.2 -0.3 0.1
-0.9 0.1 -0.9
-0.7 0.7 0.7
0.0 -0.1 -0.3
0.3 -0.2 -0.1
-0.2 1.0 -1.2
0.4 0.8 -0.5
1.1 0.4 -0.9
0.4 0.7 0.1
0.6 -0.3 -1.6
0.6 -0.5 1.6
1.0 0.0 0.0
0.6 0.0 0.3
1.0 1.4 -0.9
0.2 1.4 -0.8
-0.4 -1.6 -0.1
0.3 1.0 -0.7
0.2 -0.8 0.9
-0.8 0.2 1.3
0.0 0.0 0.2
0.8 0.3 0.9
-0.9 -0.5 0.6
-1.3 -0.1 1.3
1.5 -0.5 0.8
0.2 1.5 -1.7
1.2 -1.4 0.3
0.5 -0.2 -0.4
1.1 1.3 0.2
0.5 -0.6 0.1
-0.1 -0.6 -0.3
-0.6 1.9 0.7
1.0 -0.2 -1.0
-0.1 -0.4 -1.6
-0.5 1.0 0.7
-0.8 -0.7 0.2
0.6 -0.8 0.9
-1.0 -2.4 -1.1
0.1 -0.6 -0.6
0.1 -0.2 -0.4
1.3 0.4 -0.4
-0.6 -1.4 -0.8
-0.9 0.9 2.1
0.7 0.0 0.6
0.1 0.3 -0.6
-1.2 -0.9 -0.8
0.7 -0.4 1.0
-0.4 0.3 -0.6
0.6 0.8 -0.6
-0.2 -0.1 -0.1
-0.2 -0.3 -0.5
-0.8 -1.0 -0.5
-0.2 0.1 0.0
0.3 -0.2 0.3
-0.3 0.5 -0.1
-0.1 0.0 -0.3
0.1 -0.1 0.0
0.1 0.6 0.9
0.7 -0.6 0.3
0.9 -0.7 -0.5
0.5 -0.2 0.1
-0.2 0.2 0.1
0.1 -0.2 0.4
-0.3 -0.2 -0.1
0.1 0.7 0.2
-0.2 0.1 -0.1
-0.1 0.0 0.2
-0.1 0.0 0.1
-0.1 0.8 -0.5
0.1 0.4 -0.1
0.2 0.1 0.2
-0.2 0.8 -0.5
-0.1 -0.2 0.2
0.8 -0.9 0.8
-0.9 -0.1 0.2
0.1 -0.1 0.4
0.3 -0.4 -0.2
-0.2 0.4 -0.4
0.5 0.0 -0.2
0.0 0.2 -0.3
0.0 -0.1 -0.1
-0.1 0.1 0.3
-0.4 0.0 -1.0
-0.1 0.0 0.5
0.4 0.3 0.0
-0.6 -0.4 0.0
0.5 -0.2 -0.1
0.3 -0.1 -0.2
-0.1 -0.6 0.3
-0.6 -0.5 -0.8
-0.9 0.1 0.2
-0.4 0.4 0.0
-0.1 0.1 0.3
1.2 0.1 -0.4
-0.2 0.2 -0.2
0.5 0.1 0.3
-0.2 0.3 -0.5
-0.1 -0.5 0.2
0.6 0.6 0.8
0.1 0.3 0.1
0.4 -0.2 -0.6
-0.1 -0.3 -0.5
-0.2 -0.1 0.7
-0.4 0.8 0.1
-0.1 0.0 -0.3
-0.2 0.3 0.3
-0.1 -0.5 -0.9
-0.5 0.0 -0.1
-0.5 0.0 0.2
-0.2 -0.2 -0.1
-0.1 0.0 -0.1
0.4 0.4 -0.1
-0.8 -0.4 0.2
0.5 0.5 0.2
0.0 0.4 0.3
-0.4 0.6 0.0


No. 2
A gas-phase ion, C4H6N2 (charge +2) in a non-equilibrium geometry, computed with ωB97M-V with the def2-TZVPD basis set.

maximum force = 0.1442 hartree/bohr
HOMO level = -0.7511 Ha
relative energy (zero: lowest compared OMol25 entry of this formula, charge and spin) = 4.066 eV
total charge = +2
multiplicity = 1

Each line ends with the natural charge from an NBO analysis.
Geometry (Å):
N -1.457143 0.197564 -0.130222  -0.26
N 2.620843 0.117615 0.030348  -0.78
C -2.391053 0.745576 0.471515  0.37
C -2.678092 -0.489013 -0.306461  -0.17
C 0.017195 0.275282 -0.126091  0.23
C 1.208957 0.272452 0.010420  0.19
H -3.018435 -0.499969 -1.334555  0.27
H -2.611729 1.704962 0.939210  0.31
H 2.721819 -0.963427 -0.237299  0.52
H -2.854658 -1.436174 0.296526  0.27
H 3.197896 0.676098 -0.685168  0.51
H 3.152137 0.477026 0.996013  0.54

Cartesian forces, eV/Å:
7.2 1.2 1.1
1.8 -0.6 0.8
-1.2 1.3 -0.9
-2.1 -3.1 0.4
-2.2 -0.5 0.1
-0.7 0.5 -0.4
-0.5 0.3 0.1
-0.1 -0.4 0.4
0.7 2.5 1.1
0.3 1.2 -0.8
-1.4 -0.7 0.5
-1.8 -1.7 -2.4


No. 3
H2P4S3 in the gas phase in a non-equilibrium geometry, computed with ωB97M-V with the def2-TZVPD basis set.

maximum force = 0.0318 hartree/bohr
HOMO level = -0.3274 Ha
relative energy (zero: lowest compared OMol25 entry of this formula, charge and spin) = 1.310 eV
multiplicity = 1

Each line ends with the natural charge from an NBO analysis.
Geometry (Å):
S 3.605438 0.707582 -1.081711  -0.38
S 1.141950 0.254560 2.168506  -0.31
S 0.057686 1.360169 -0.962469  -0.37
P -0.912341 0.446014 2.225003  0.19
P 2.136178 1.960263 -0.865123  0.55
P -0.193363 -0.754043 -0.924230  0.17
P -0.051096 -1.272085 1.235248  0.15
H 1.218585 -0.716599 -0.905800  0.01
H -1.045443 1.383782 1.095684  -0.01

Cartesian forces, eV/Å:
-1.5 0.4 0.1
0.7 -0.5 -0.4
0.5 0.2 -0.4
-1.4 0.9 0.2
0.4 -0.3 0.0
0.9 0.7 -0.1
0.2 0.3 0.5
0.2 -0.9 -0.5
0.0 -0.8 0.7


No. 4
6 unconnected molecules or ions with the total composition C27H52ClFNO10 in a non-equilibrium geometry, computed with ωB97M-V with the def2-TZVPD basis set.

maximum force = 0.0831 hartree/bohr
HOMO level = -0.4304 Ha
total charge = +1
multiplicity = 1

Each line ends with the Mulliken charge.
Geometry (Å):
Cl -2.346851 -0.847383 -4.524710  -0.07
F 1.393644 1.823179 -1.283007  -0.40
O 1.824956 -2.423206 0.951657  -0.60
O 5.617799 2.996232 0.714683  -0.35
O -2.930034 -3.586838 -8.959267  -0.38
O -0.834460 3.630320 2.655989  -0.57
O -2.357171 -2.154373 5.555671  -0.37
O -2.684705 -5.123844 -10.571565  -0.56
O -2.020087 -3.832554 4.109241  -0.57
O -0.971946 5.693556 1.792143  -0.36
O 7.383652 4.310706 1.134210  -0.58
O 1.579626 -0.886199 2.563955  -0.19
N -0.956911 -2.147746 -2.252934  -0.04
C -2.808970 -3.159569 4.767407  0.85
C 6.656435 3.765556 0.308138  0.67
C 1.759025 -0.792341 4.991296  -1.26
C 1.027349 -0.637743 -1.701539  0.14
C -0.401599 6.966175 1.436200  -0.42
C -3.703288 -1.747070 7.544402  -1.01
C -2.750635 -3.492980 -6.531925  -0.63
C 0.312832 -2.077645 -1.379371  -0.49
C 0.963720 -0.387428 3.765386  -0.17
C -0.432343 0.826452 0.138663  0.10
C 1.389664 -2.130392 2.062157  0.86
C -3.545940 -3.088067 -7.757836  -0.49
C 6.951442 3.864945 -1.159618  -0.84
C 0.372847 -0.284466 -3.163839  -0.86
C -3.200602 -1.198115 6.223314  -0.40
C 0.719371 -3.161848 2.921237  -1.08
C -3.790289 -5.862487 -8.601985  -0.87
C -4.272728 -3.488758 4.783452  -1.17
C -1.036166 -1.175348 -3.255841  0.36
C -3.119996 -4.831031 -9.461064  0.72
C 4.606088 2.462325 -0.158779  -0.03
C 5.066648 1.164255 -0.792988  -0.81
C -0.258785 4.624928 2.222651  0.76
C 1.234425 4.646284 2.077470  -0.85
C 0.086916 6.959481 0.000711  -0.89
C -1.547159 1.594519 -0.786212  -0.90
C 1.014004 0.564324 -0.587049  0.29
H -0.727098 6.686766 -0.678559  0.29
H 0.966517 0.704978 3.682926  0.27
H -3.543143 -1.995661 -7.840296  0.28
H 1.810155 0.423736 0.286908  0.11
H -1.695544 -2.887949 -2.079405  0.33
H -0.899718 -0.155125 0.631468  0.14
H 1.512360 4.143157 1.149138  0.10
H -4.384924 -6.516258 -9.248813  0.30
H -4.450898 -4.299446 5.492838  0.30
H -2.862477 -2.044331 8.179283  0.31
H -1.821416 2.639300 -0.278144  0.24
H 4.290636 3.205380 -0.897020  0.31
H 2.794775 -0.448464 4.905448  0.35
H -4.010415 -0.862361 5.569012  0.36
H -0.039641 -1.954138 -0.248521  0.03
H -1.714885 -3.149102 -6.617774  0.25
H -3.191269 -3.065014 -5.627014  0.17
H 0.027214 -2.748578 3.651143  0.23
H 5.950515 1.313247 -1.418824  0.33
H 3.730896 2.262019 0.468974  0.02
H -4.914139 -2.644231 5.024286  0.36
H 7.328476 4.871817 -1.368057  0.30
H -0.086433 -0.688067 3.823985  0.33
H -0.217478 1.547668 1.064865  -0.04
H 0.882425 6.225046 -0.150490  0.22
H 0.376013 7.262052 2.146423  0.36
H -2.549874 0.950734 -0.745539  0.22
H 0.959817 -3.071401 -1.455534  0.41
H -4.563722 -3.815029 3.779329  0.31
H -4.297559 -0.996612 8.073396  0.37
H 1.667204 5.643762 2.096807  0.38
H 0.468117 7.944812 -0.282110  0.36
H -2.576855 -0.318473 6.416516  0.33
H -4.320251 -2.638158 7.401549  0.28
H 4.273890 0.734071 -1.411579  0.08
H 6.080350 3.730784 -1.796670  0.30
H 1.042918 -0.823207 -3.985951  0.35
H 1.481260 -3.754321 3.431814  0.33
H 0.326614 0.844447 -3.507351  0.38
H 5.345493 0.439814 -0.021087  0.33
H -3.028400 -6.454960 -8.091408  0.24
H 1.671003 4.108854 2.925977  0.34
H 1.318391 -0.364375 5.896207  0.40
H 7.715723 3.130976 -1.422964  0.25
H 0.124736 -3.815619 2.274408  0.28
H -1.202148 1.851080 -1.874724  0.21
H -1.205720 7.703443 1.536119  0.31
H -4.482445 -5.449217 -7.872079  0.31
H 2.163723 -0.936619 -1.769178  0.42
H -2.713055 -4.579486 -6.417109  0.29
H -4.596093 -3.388706 -7.699236  0.38
H 1.796605 -1.878847 5.106112  0.30

Cartesian forces, eV/Å:
2.6 -0.8 3.0
-0.7 -2.4 1.0
-0.4 1.0 1.2
-0.2 0.2 0.4
0.0 0.4 -0.3
0.6 1.6 -0.8
0.5 -0.2 -0.7
-0.8 1.0 2.3
-1.0 1.4 1.2
-0.2 -0.6 0.5
-1.7 -1.2 -1.3
0.0 -0.3 -1.2
-0.7 2.7 -3.2
0.8 -0.8 -0.4
1.4 0.8 1.2
0.2 -0.2 0.0
1.1 -0.9 -0.9
0.2 0.2 -0.2
0.0 -0.2 0.1
0.1 -0.3 0.1
-0.4 0.9 2.4
-0.1 0.1 0.6
0.2 0.9 0.7
0.6 -0.4 -0.1
0.1 -0.2 -0.1
-0.2 0.6 -0.4
0.3 -0.8 -1.1
-0.2 0.1 0.3
-0.6 0.1 -0.2
-0.7 -0.2 -0.1
-0.4 0.2 -0.5
1.7 -0.9 2.6
0.8 -0.8 -1.8
0.2 -0.1 -0.1
0.2 -0.1 0.0
-0.7 -0.9 0.2
0.4 0.2 0.6
0.1 -0.2 -0.1
-0.8 0.3 0.8
-1.1 0.2 1.0
0.0 0.1 0.1
0.1 -0.2 -0.3
0.1 -0.2 -0.3
-1.6 -0.1 -2.3
1.1 1.3 -0.5
1.2 2.0 -1.3
0.0 0.0 0.0
0.4 0.0 0.1
0.0 0.1 -0.1
-0.1 0.2 -0.1
0.7 -2.4 -1.1
0.1 -0.1 0.0
-0.2 0.1 0.0
0.1 -0.2 0.0
0.5 -0.8 -2.6
-0.1 0.1 0.0
0.0 -0.2 -0.2
0.2 -0.1 0.1
-0.2 0.0 0.0
0.3 0.2 0.1
0.0 0.0 0.2
0.1 -0.3 0.2
0.1 -0.1 0.0
-0.4 -1.6 -2.0
0.0 0.1 0.1
0.0 -0.2 -0.1
2.2 1.5 -0.5
-1.4 2.4 -0.1
0.2 -0.2 0.3
0.1 -0.1 -0.1
0.0 0.0 -0.2
-0.1 -0.1 0.0
0.1 -0.3 -0.2
0.0 0.2 0.0
0.0 0.1 0.0
0.0 -0.2 0.0
-1.4 1.1 1.6
0.0 0.0 -0.1
-0.3 -2.4 1.0
-0.1 0.1 -0.1
-0.1 0.0 -0.1
-0.2 -0.1 -0.3
0.0 0.0 -0.1
-0.1 0.1 0.0
0.3 0.0 0.2
-0.7 -0.8 2.1
0.0 -0.4 0.1
0.1 0.0 0.2
-2.2 0.9 -0.4
-0.1 0.1 0.0
0.1 -0.1 0.0
-0.1 0.1 0.0


Quick rundown of LUMO energy, same order as above: 0.074; -9.725; -1.449; -4.674 eV